Formula: C27H36CrN2O2STe
Source: the Open Molecules 2025 dataset
Level of theory: ωB97M-V/def2-TZVPD

```
70
Properties=species:S:1:pos:R:3:mulliken_charge:R:1
Cr 0.74 0.51 0.62 0.86
C 0.49 0.01 4.61 -1.33
C -0.68 0.88 4.12 0.67
C -1.87 0.00 3.76 -1.72
C -0.17 1.76 2.99 0.52
C 0.84 2.67 3.24 -0.59
C 1.27 3.57 2.25 -0.99
C 0.73 3.54 0.99 0.59
C 1.16 4.53 -0.04 -1.76
C -0.24 2.55 0.67 0.01
C -0.73 1.69 1.69 -1.16
H 0.15 -0.68 5.38 0.47
H 1.28 0.63 5.02 0.37
H 0.89 -0.57 3.77 0.14
H -0.98 1.53 4.95 0.46
H -1.64 -0.66 2.93 0.26
H -2.75 0.59 3.52 0.37
H -2.12 -0.63 4.62 0.51
H 1.27 2.74 4.23 0.43
H 2.00 4.31 2.51 0.41
H 0.92 5.55 0.27 0.45
H 0.68 4.33 -1.00 0.30
H 2.24 4.47 -0.18 0.37
H -0.84 2.71 -0.23 0.42
H -1.72 1.26 1.59 0.74
C -2.27 1.48 -3.21 -1.04
C -2.42 -0.04 -3.33 -0.69
N -3.65 -0.52 -2.74 0.17
C -4.90 -0.18 -3.40 -0.82
C -5.69 0.86 -2.61 -1.09
C -3.75 -1.41 -1.72 0.30
O -4.81 -1.92 -1.41 -0.65
C -2.53 -1.74 -0.92 0.47
C -2.30 -3.08 -0.55 -0.77
C -1.27 -3.33 0.36 -1.04
C -0.57 -2.28 0.90 -0.93
N -0.78 -0.98 0.56 0.87
C -1.76 -0.75 -0.34 -0.14
H -1.28 1.78 -3.57 0.38
H -2.37 1.81 -2.18 0.23
H -3.02 1.99 -3.81 0.40
H -1.58 -0.53 -2.85 0.42
H -2.42 -0.31 -4.39 0.39
H -5.50 -1.09 -3.48 0.43
H -4.68 0.18 -4.41 0.41
H -5.91 0.46 -1.62 0.31
H -6.64 1.07 -3.11 0.38
H -5.14 1.78 -2.51 0.27
H -2.92 -3.86 -0.93 0.56
H -1.05 -4.34 0.68 0.48
H 0.19 -2.44 1.66 0.81
H -1.94 0.29 -0.57 0.09
C 2.72 -3.42 0.20 -1.10
S 2.39 -1.71 -0.52 0.36
O 2.07 -1.05 0.82 -0.43
C 4.13 -1.43 -0.85 0.38
C 4.59 -1.51 -2.16 -0.34
C 5.94 -1.36 -2.42 -0.55
C 6.83 -1.13 -1.38 -0.37
C 6.36 -1.03 -0.08 -0.73
C 5.01 -1.19 0.19 -0.36
H 3.36 -3.31 1.07 0.34
H 3.18 -4.05 -0.55 0.45
H 1.75 -3.82 0.49 0.24
H 3.87 -1.67 -2.96 0.42
H 6.29 -1.43 -3.44 0.38
H 7.88 -1.02 -1.59 0.38
H 7.06 -0.86 0.73 0.39
H 4.63 -1.13 1.20 0.34
Te 1.96 0.95 -1.53 -0.81
```

Calculated values
HOMO (alpha / beta)   -5.6 / -5.9 eV
Spin multiplicity   5
HOMO-LUMO gap (alpha / beta)   5.53 / 5.60 eV
F_max   0.0378 Eh/bohr
LUMO level (alpha / beta)   -0.09 / -0.27 eV
Energy above the lowest of the compared OMol25 structures with the same formula, charge and spin   116.0 kJ/mol